{"formula": "C4H9NO3", "method": "wB97M-V/def2-TZVPD", "de_lowest_kcal_mol": 60.7, "gap_ev": 9.9, "e_tot_ev": -11924.9093, "lumo_energy_ha": 0.015, "smiles": "C/C=N\\C.O=C(O)O", "molar_mass_g_mol": 119.12, "e_homo_ev": -9.5, "symbols": ["C", "C", "N", "C", "H", "H", "H", "H", "H", "H", "H", "O", "C", "O", "O", "H", "H"], "positions_angstrom": [[2.071, 0.624, -0.150], [0.880, 0.469, 0.733], [0.011, -0.508, 0.675], [0.287, -1.696, -0.118], [1.842, 0.337, -1.177], [2.397, 1.666, -0.138], [2.882, -0.009, 0.223], [0.719, 1.216, 1.514], [-0.605, -2.325, -0.108], [0.523, -1.456, -1.159], [1.105, -2.272, 0.321], [-0.942, 1.812, -0.271], [-1.542, 0.704, -0.196], [-2.453, 0.482, 0.810], [-2.038, 0.126, -1.322], [-2.377, 1.274, 1.373], [-2.759, -0.444, -1.009]]}

---

{"formula": "C3H11N3P", "method": "wB97M-V/def2-TZVPD", "de_lowest_kcal_mol": 18.9, "charge": 1, "gap_ev": 9.3, "e_tot_ev": -17039.9714, "lumo_energy_ha": -0.122, "smiles": "CP(C)N/C=[NH+]\\N", "molar_mass_g_mol": 120.12, "e_homo_ev": -12.6, "symbols": ["C", "P", "C", "N", "C", "N", "N", "H", "H", "H", "H", "H", "H", "H", "H", "H", "H", "H"], "positions_angstrom": [[-2.584, 1.071, 0.253], [-1.163, 0.496, -0.844], [-1.388, -1.368, -0.652], [0.071, 0.595, 0.465], [1.368, 0.453, 0.808], [2.512, -0.014, 0.216], [3.045, -0.228, -0.981], [-2.559, 2.078, 0.526], [-2.572, 0.413, 1.130], [-3.503, 0.892, -0.228], [-1.314, -1.494, 0.451], [-0.426, -1.730, -1.029], [-2.254, -1.658, -1.226], [-0.393, 1.228, 1.053], [1.554, 0.644, 1.874], [3.284, -0.047, 0.926], [3.890, -0.816, -0.939], [2.432, -0.515, -1.803]]}

---

{"formula": "C2H12O3S2", "method": "wB97M-V/def2-TZVPD", "de_lowest_kcal_mol": 25.6, "gap_ev": 9.0, "e_tot_ev": -30081.1177, "lumo_energy_ha": -0.005, "smiles": "CCSS.O.O.O", "molar_mass_g_mol": 148.25, "e_homo_ev": -9.1, "symbols": ["C", "C", "S", "S", "H", "H", "H", "H", "H", "H", "O", "H", "H", "O", "H", "H", "O", "H", "H"], "positions_angstrom": [[0.101, 4.058, -0.276], [0.769, 3.887, 1.086], [-0.071, 2.477, 2.046], [-0.105, 0.854, 0.776], [0.500, 4.990, -0.692], [-0.979, 4.144, -0.223], [0.413, 3.271, -0.956], [0.662, 4.786, 1.677], [1.761, 3.468, 1.044], [-1.014, 1.054, -0.206], [-0.098, -3.341, 3.971], [-0.615, -2.545, 3.800], [0.545, -3.344, 3.235], [1.188, -4.520, 0.617], [0.687, -3.707, 0.544], [0.751, -4.988, -0.091], [-1.302, -3.631, -5.759], [-0.990, -3.096, -5.038], [-2.202, -3.814, -5.555]]}

---

{"formula": "C2H6O", "method": "wB97M-V/def2-TZVPD", "de_lowest_kcal_mol": 20.7, "gap_ev": 11.3, "e_tot_ev": -4217.5707, "lumo_energy_ha": 0.039, "smiles": "CCO", "molar_mass_g_mol": 46.07, "e_homo_ev": -10.2, "symbols": ["C", "C", "O", "H", "H", "H", "H", "H", "H"], "positions_angstrom": [[-0.296, -0.129, 0.748], [0.657, 0.157, -0.406], [-0.116, 0.576, -1.498], [-0.665, 0.692, 1.288], [-1.317, -0.658, 0.426], [0.165, -0.793, 1.621], [1.147, -0.747, -0.852], [1.316, 0.847, -0.044], [-0.892, 0.055, -1.283]]}

---

{"formula": "C2H4NO", "method": "wB97M-V/def2-TZVPD", "de_lowest_kcal_mol": 46.8, "charge": 1, "spin_multiplicity": 3, "gap_ev": [5.7, 7.9], "e_tot_ev": -5661.3338, "lumo_energy_ha": [-0.239, -0.374], "molar_mass_g_mol": 58.06, "e_homo_ev": [-12.2, -18.1], "symbols": ["C", "C", "N", "O", "H", "H", "H", "H"], "positions_angstrom": [[-1.505, 0.160, 0.574], [0.639, -0.115, -0.678], [-0.467, 0.166, -0.032], [1.809, -0.471, 0.351], [-2.146, -0.825, 0.432], [-1.980, 1.059, 1.025], [1.005, 0.333, -1.586], [2.645, -0.308, -0.087]]}

---

{"formula": "C2H9N2", "method": "wB97M-V/def2-TZVPD", "de_lowest_kcal_mol": 25.0, "charge": 1, "gap_ev": 11.5, "e_tot_ev": -5192.8698, "lumo_energy_ha": -0.122, "molar_mass_g_mol": 61.11, "e_homo_ev": -14.8, "symbols": ["N", "H", "H", "H", "H", "C", "C", "N", "H", "H", "H", "H", "H"], "positions_angstrom": [[-0.526, -2.047, 1.064], [-0.507, -2.878, 0.487], [-0.343, -0.804, -0.009], [-1.381, -1.937, 1.590], [0.246, -1.903, 1.691], [0.802, 2.206, -0.464], [0.806, 0.871, -0.604], [-0.467, 0.120, -0.609], [-0.136, 2.691, -0.665], [1.690, 2.679, -0.083], [1.735, 0.340, -0.764], [-0.784, 0.002, -1.572], [-1.135, 0.659, -0.061]]}

---

{"formula": "C11H20BCl2NO2W", "method": "wB97M-V/def2-TZVPD", "charge": -2, "spin_multiplicity": 3, "gap_ev": [4.8, 4.8], "e_tot_ev": -44861.7525, "lumo_energy_ha": [0.177, 0.177], "molar_mass_g_mol": 463.84, "e_homo_ev": [0.0, 0.0], "symbols": ["C", "C", "C", "C", "C", "C", "C", "C", "C", "C", "W", "Cl", "Cl", "O", "H", "H", "H", "H", "H", "H", "H", "H", "H", "H", "H", "H", "H", "H", "H", "H", "O", "H", "B", "C", "N", "H", "H", "H"], "positions_angstrom": [[-0.654, 0.883, -1.437], [-1.546, -0.227, -1.202], [-0.743, -1.384, -0.892], [-2.996, -0.236, -1.574], [0.665, -0.970, -0.863], [0.700, 0.429, -1.282], [1.931, 1.237, -1.541], [-1.100, 2.258, -1.799], [-1.263, -2.665, -0.317], [1.865, -1.880, -0.869], [-0.339, 0.169, 0.593], [-2.430, 0.275, 1.694], [0.015, 2.286, 1.474], [2.529, 0.352, 1.184], [-3.466, 0.709, -1.303], [-3.507, -1.025, -1.025], [-3.170, -0.402, -2.648], [-2.153, -2.504, 0.307], [-0.545, -3.197, 0.315], [-1.550, -3.340, -1.126], [1.613, -2.828, -0.378], [2.691, -1.413, -0.307], [2.203, -2.071, -1.904], [2.734, 0.921, -0.851], [1.798, 2.376, -1.321], [2.259, 1.066, -2.584], [-2.005, 2.513, -1.250], [-1.335, 2.337, -2.862], [-0.373, 3.036, -1.553], [2.645, -0.527, 1.608], [2.361, 3.613, -0.851], [2.564, 3.363, 0.041], [0.055, -0.328, 4.532], [0.094, -1.007, 3.148], [0.164, -1.447, 2.040], [1.033, -0.673, 5.176], [-0.876, -0.600, 5.238], [0.129, 0.901, 4.389]]}

---

{"formula": "C34H25N2Pt", "method": "wB97M-V/def2-TZVPD", "de_lowest_kcal_mol": 0.0, "charge": -1, "gap_ev": [5.0, 5.0], "e_tot_ev": -41889.8505, "lumo_energy_ha": [0.092, 0.092], "molar_mass_g_mol": 656.67, "e_homo_ev": [-2.5, -2.5], "symbols": ["Pt", "N", "C", "C", "C", "C", "C", "C", "C", "C", "C", "C", "C", "C", "H", "H", "H", "H", "H", "H", "H", "H", "H", "H", "C", "C", "C", "C", "C", "C", "C", "C", "C", "C", "C", "C", "C", "C", "C", "H", "H", "H", "H", "H", "H", "H", "H", "H", "H", "N", "C", "C", "C", "C", "C", "C", "C", "H", "H", "H", "H", "H"], "positions_angstrom": [[1.715, -1.590, -0.656], [3.855, -1.433, -1.003], [4.840, -1.624, 0.011], [6.042, -2.230, -0.331], [7.027, -2.447, 0.617], [6.790, -2.067, 1.928], [5.581, -1.481, 2.266], [4.581, -1.223, 1.323], [3.297, -0.616, 1.766], [3.349, 0.244, 2.873], [2.207, 0.647, 3.536], [0.981, 0.157, 3.105], [0.909, -0.623, 1.964], [2.049, -0.986, 1.219], [4.141, -1.865, -1.872], [3.712, -0.437, -1.198], [6.200, -2.536, -1.360], [7.963, -2.912, 0.333], [7.535, -2.241, 2.694], [5.381, -1.251, 3.303], [4.312, 0.617, 3.203], [2.273, 1.324, 4.378], [0.071, 0.409, 3.637], [-0.059, -0.942, 1.606], [-0.156, -1.593, -0.976], [-1.356, -1.264, -1.098], [-2.673, -0.903, -1.232], [-3.719, -1.829, -0.788], [-3.448, -2.796, 0.196], [-4.412, -3.693, 0.619], [-5.694, -3.669, 0.078], [-5.976, -2.739, -0.914], [-5.010, -1.842, -1.342], [-2.978, 0.410, -1.807], [-4.137, 1.140, -1.489], [-4.367, 2.403, -2.012], [-3.458, 2.993, -2.881], [-2.306, 2.287, -3.212], [-2.069, 1.030, -2.685], [-2.451, -2.828, 0.620], [-4.161, -4.419, 1.383], [-6.452, -4.363, 0.419], [-6.958, -2.720, -1.374], [-5.249, -1.151, -2.140], [-4.855, 0.717, -0.797], [-5.268, 2.937, -1.728], [-3.643, 3.978, -3.293], [-1.582, 2.720, -3.893], [-1.167, 0.490, -2.948], [2.373, 1.184, -1.848], [1.719, 1.930, -1.266], [0.700, 2.631, -0.533], [-0.403, 1.878, -0.136], [-1.429, 2.498, 0.559], [-1.342, 3.849, 0.862], [-0.231, 4.591, 0.477], [0.797, 3.985, -0.225], [-0.447, 0.821, -0.378], [-2.295, 1.918, 0.850], [-2.147, 4.331, 1.403], [-0.168, 5.644, 0.721], [1.667, 4.549, -0.535]]}

---

{"formula": "C5H8O2", "method": "wB97M-V/def2-TZVPD", "de_lowest_kcal_mol": 45.9, "gap_ev": 9.5, "e_tot_ev": -9407.8422, "lumo_energy_ha": 0.016, "smiles": "C=C(C=O)OCC", "molar_mass_g_mol": 100.12, "e_homo_ev": -9.1, "symbols": ["C", "C", "C", "O", "O", "C", "C", "H", "H", "H", "H", "H", "H", "H", "H"], "positions_angstrom": [[0.886, 1.398, -0.249], [-0.380, 1.039, -0.449], [-1.347, 2.000, -1.089], [-1.201, 3.199, -1.019], [-0.801, -0.221, -0.155], [-0.060, -0.899, 0.916], [0.474, -2.204, 0.366], [1.192, 2.431, -0.230], [1.618, 0.613, -0.099], [-2.155, 1.572, -1.718], [0.772, -0.326, 1.360], [-0.800, -1.017, 1.708], [-0.348, -2.721, -0.128], [0.885, -2.841, 1.157], [1.266, -2.022, -0.371]]}

---

{"formula": "C31H57N4O2P2Pt", "method": "wB97M-V/def2-TZVPD", "charge": 1, "spin_multiplicity": 3, "gap_ev": [5.6, 5.7], "e_tot_ev": -64944.4034, "lumo_energy_ha": [-0.102, -0.162], "molar_mass_g_mol": 774.85, "e_homo_ev": [-8.4, -10.2], "symbols": ["C", "C", "C", "C", "C", "H", "H", "H", "N", "P", "P", "C", "H", "H", "C", "O", "C", "H", "C", "C", "C", "C", "C", "H", "H", "H", "C", "H", "H", "H", "C", "H", "H", "H", "C", "H", "H", "H", "C", "H", "H", "H", "C", "H", "H", "H", "C", "H", "H", "H", "C", "H", "H", "H", "C", "H", "H", "H", "C", "H", "H", "H", "C", "H", "H", "H", "C", "H", "H", "H", "Pt", "N", "C", "C", "C", "C", "C", "H", "H", "H", "H", "H", "H", "H", "H", "H", "C", "N", "C", "N", "O", "H", "H", "H", "H", "H", "H"], "positions_angstrom": [[-0.933, -1.258, -2.361], [-2.324, -0.706, -0.518], [-2.009, -1.769, -3.080], [-3.467, -1.085, -1.293], [-3.302, -1.593, -2.571], [-1.814, -2.265, -4.033], [-4.449, -1.053, -0.812], [-4.170, -1.868, -3.167], [-1.118, -0.629, -1.189], [1.640, -0.225, -2.106], [-1.287, 0.104, 2.091], [0.495, -1.442, -2.858], [0.849, -2.446, -2.571], [0.520, -1.414, -3.956], [1.559, 1.531, 0.480], [2.288, 2.383, 0.815], [-2.381, -0.571, 0.892], [-3.419, -0.579, 1.271], [-2.018, -1.017, 3.616], [-1.641, 1.932, 2.669], [3.324, -1.069, -1.838], [1.587, 1.060, -3.456], [-0.709, -1.354, 4.336], [-0.314, -0.493, 4.890], [-0.859, -2.179, 5.050], [0.058, -1.661, 3.615], [-3.031, -0.413, 4.603], [-2.696, 0.497, 5.111], [-4.014, -0.224, 4.151], [-3.204, -1.159, 5.399], [-2.677, -2.287, 3.075], [-2.754, -3.014, 3.899], [-3.701, -2.120, 2.721], [-2.099, -2.739, 2.254], [-0.912, 2.125, 4.010], [0.168, 1.983, 3.872], [-1.068, 3.155, 4.357], [-1.226, 1.456, 4.813], [-1.056, 2.989, 1.736], [0.035, 2.997, 1.753], [-1.387, 2.881, 0.701], [-1.398, 3.978, 2.088], [-3.144, 2.171, 2.701], [-3.680, 1.574, 3.442], [-3.318, 3.231, 2.944], [-3.578, 1.977, 1.709], [2.449, 2.250, -3.016], [2.458, 2.978, -3.843], [2.036, 2.757, -2.132], [3.489, 1.962, -2.808], [0.129, 1.525, -3.636], [-0.536, 0.706, -3.941], [-0.275, 1.996, -2.730], [0.108, 2.282, -4.435], [2.060, 0.542, -4.825], [1.846, 1.337, -5.556], [3.135, 0.345, -4.850], [1.528, -0.356, -5.165], [3.132, -2.583, -1.645], [2.932, -3.104, -2.593], [4.070, -2.992, -1.233], [2.322, -2.805, -0.936], [3.965, -0.496, -0.557], [3.345, -0.692, 0.329], [4.931, -1.004, -0.409], [4.149, 0.584, -0.628], [4.291, -0.855, -3.008], [3.916, -1.310, -3.935], [4.531, 0.202, -3.179], [5.233, -1.366, -2.755], [0.477, 0.205, -0.139], [0.309, -1.700, 0.566], [-0.207, -2.467, 1.335], [0.390, -3.831, 1.838], [-0.687, -4.740, 2.378], [1.072, -4.542, 0.669], [1.444, -3.583, 2.915], [-1.117, -4.367, 3.309], [-1.499, -4.866, 1.655], [-0.251, -5.720, 2.592], [2.000, -4.017, 0.410], [1.337, -5.577, 0.941], [0.421, -4.557, -0.213], [2.022, -4.507, 3.076], [2.137, -2.781, 2.617], [1.001, -3.302, 3.873], [-1.955, 5.795, -2.495], [-0.585, 5.778, -2.051], [-0.016, 4.720, -1.416], [1.304, 4.934, -1.028], [-0.576, 3.626, -1.224], [-2.004, 5.971, -3.576], [-2.511, 6.595, -1.989], [-2.420, 4.833, -2.265], [-0.008, 6.594, -2.204], [1.659, 4.332, -0.296], [1.655, 5.881, -1.051]]}

---

{"formula": "H2INS", "method": "wB97M-V/def2-TZVPD", "de_lowest_kcal_mol": 56.3, "gap_ev": [8.6, 6.4], "e_tot_ev": -20455.8341, "lumo_energy_ha": [-0.037, -0.087], "molar_mass_g_mol": 174.99, "e_homo_ev": [-9.6, -8.8], "symbols": ["N", "S", "I", "H", "H"], "positions_angstrom": [[0.343, 0.628, -0.048], [0.973, -0.796, -0.081], [-2.537, 0.032, -0.035], [0.506, 0.971, -1.080], [0.715, -0.835, 1.244]]}

---

{"formula": "CH3I2O2P", "method": "wB97M-V/def2-TZVPD", "de_lowest_kcal_mol": 114.5, "gap_ev": 7.6, "e_tot_ev": -30667.5303, "lumo_energy_ha": -0.049, "molar_mass_g_mol": 331.81, "e_homo_ev": -9.0, "symbols": ["C", "O", "O", "P", "I", "I", "H", "H", "H"], "positions_angstrom": [[-0.914, -0.771, 0.282], [2.247, -1.192, -1.637], [0.958, 1.114, -0.315], [-0.043, 0.831, 0.987], [2.706, 0.173, -0.608], [-1.535, 2.776, 0.628], [-1.533, -0.450, -0.533], [-0.257, -1.651, 0.129], [-1.630, -0.831, 1.069]]}